14 unconnected molecules or ions with the total composition C96H218N14O14 at a distorted geometry, computed with ωB97M-V/def2-TZVPD.

Geometry as XYZ:
```
342
Properties=species:S:1:pos:R:3:lowdin_charge:R:1
C 0.411 10.348 -1.011 -0.040
C -0.202 8.907 -1.329 -0.398
C 0.129 8.581 -2.884 -0.120
C 1.495 7.946 -3.062 -0.181
C 1.778 6.759 -2.109 -0.128
C 1.529 6.998 -0.573 -0.456
N 0.308 7.774 -0.408 -0.122
O 0.002 8.041 0.908 -0.022
C 1.501 5.537 0.017 -0.024
C 2.757 7.766 0.042 -0.013
C -1.727 8.990 -1.117 -0.046
H -0.002 11.126 -1.653 0.074
H 1.496 10.449 -1.048 0.059
H 0.232 10.673 0.014 0.070
H -0.673 7.942 -3.253 0.109
H 0.158 9.515 -3.446 0.108
H 2.320 8.638 -2.892 0.109
H 1.560 7.621 -4.100 0.096
H 2.788 6.405 -2.316 0.094
H 1.172 5.897 -2.387 0.093
H 2.406 4.964 -0.180 0.067
H 1.485 5.533 1.107 0.068
H 0.543 5.068 -0.206 0.070
H 2.761 8.783 -0.350 0.065
H 2.797 7.803 1.131 0.074
H 3.613 7.145 -0.222 0.072
H -1.913 9.574 -0.216 0.078
H -2.174 7.996 -1.133 0.083
H -2.096 9.528 -1.990 0.077
H -0.467 7.227 1.108 0.055
C 0.335 -6.403 7.392 -0.039
C 1.169 -5.992 6.169 -0.484
C 1.190 -7.284 5.275 -0.146
C -0.105 -7.580 4.536 -0.194
C -0.374 -6.409 3.663 -0.144
C -0.409 -4.974 4.304 -0.444
N 0.666 -4.888 5.338 -0.103
O 0.726 -3.616 5.907 -0.020
C -0.206 -3.890 3.154 0.004
C -1.744 -4.831 4.957 -0.032
C 2.618 -5.695 6.613 -0.033
H 0.859 -7.161 7.975 0.084
H -0.709 -6.631 7.178 0.067
H 0.276 -5.603 8.131 0.078
H 1.929 -7.173 4.481 0.100
H 1.424 -8.137 5.912 0.117
H -0.844 -7.796 5.308 0.107
H 0.163 -8.441 3.923 0.118
H -1.337 -6.584 3.184 0.101
H 0.311 -6.462 2.817 0.111
H -1.244 -3.697 2.881 0.049
H 0.231 -2.972 3.547 0.061
H 0.270 -4.120 2.201 0.065
H -2.609 -4.854 4.295 0.065
H -1.765 -5.655 5.671 0.074
H -1.752 -3.891 5.508 0.093
H 3.229 -5.242 5.832 0.063
H 3.042 -6.656 6.903 0.086
H 2.547 -4.974 7.428 0.070
H 1.662 -3.410 5.862 0.036
C -7.238 0.788 -0.504 -0.033
C -6.340 1.993 -0.397 -0.541
C -7.053 3.225 -1.028 -0.105
C -8.181 3.828 -0.113 -0.178
C -7.617 4.095 1.269 -0.129
C -6.761 2.918 1.909 -0.451
N -5.838 2.343 0.921 -0.098
O -4.980 1.368 1.416 -0.017
C -6.040 3.433 3.152 -0.036
C -7.717 1.792 2.351 -0.021
C -5.215 1.758 -1.311 -0.069
H -6.900 -0.027 0.136 0.067
H -7.347 0.350 -1.497 0.089
H -8.262 1.048 -0.237 0.077
H -6.319 4.005 -1.232 0.115
H -7.501 2.913 -1.971 0.117
H -9.051 3.173 -0.090 0.097
H -8.529 4.770 -0.537 0.107
H -8.506 4.375 1.834 0.115
H -7.108 5.059 1.254 0.113
H -6.702 3.907 3.876 0.090
H -5.365 2.724 3.630 0.073
H -5.352 4.239 2.898 0.063
H -7.403 0.775 2.117 0.066
H -7.905 1.838 3.424 0.073
H -8.705 1.984 1.931 0.079
H -5.514 1.516 -2.331 0.092
H -4.527 0.977 -0.986 0.071
H -4.557 2.614 -1.461 0.081
H -5.486 0.588 1.658 0.041
C -5.182 -7.165 0.256 -0.030
C -4.427 -5.866 0.569 -0.475
C -2.980 -5.849 -0.073 -0.123
C -2.984 -5.662 -1.552 -0.182
C -3.696 -4.342 -1.916 -0.112
C -5.150 -4.191 -1.341 -0.432
N -5.175 -4.703 0.083 -0.153
O -6.362 -4.479 0.700 -0.011
C -5.440 -2.703 -1.332 -0.058
C -6.271 -4.885 -2.199 -0.019
C -4.208 -5.717 2.097 -0.029
H -6.239 -7.036 0.487 0.075
H -4.911 -8.087 0.771 0.085
H -5.237 -7.387 -0.809 0.065
H -2.359 -5.089 0.402 0.107
H -2.574 -6.845 0.103 0.123
H -3.533 -6.418 -2.115 0.112
H -1.973 -5.648 -1.958 0.088
H -3.706 -4.322 -3.005 0.115
H -3.087 -3.521 -1.536 0.098
H -6.398 -2.310 -0.990 0.075
H -4.748 -2.088 -0.757 0.072
H -5.297 -2.322 -2.343 0.089
H -5.964 -4.744 -3.235 0.080
H -6.412 -5.953 -2.032 0.067
H -7.269 -4.449 -2.147 0.079
H -5.137 -5.521 2.633 0.085
H -3.547 -4.852 2.153 0.059
H -3.719 -6.591 2.527 0.081
H -6.905 -5.027 0.128 0.086
C 7.710 -3.433 2.057 -0.032
C 6.253 -3.955 2.192 -0.466
C 5.324 -3.032 1.351 -0.106
C 3.821 -3.582 1.144 -0.132
C 4.029 -4.973 0.489 -0.134
C 4.877 -6.002 1.326 -0.467
N 6.134 -5.362 1.712 -0.142
O 6.925 -6.229 2.450 -0.005
C 4.022 -6.531 2.532 -0.018
C 5.300 -7.155 0.418 -0.041
C 5.823 -3.833 3.673 -0.049
H 8.321 -3.999 2.761 0.074
H 7.802 -2.388 2.351 0.084
H 8.138 -3.636 1.075 0.085
H 5.409 -1.986 1.648 0.104
H 5.660 -2.976 0.315 0.104
H 3.274 -2.995 0.407 0.088
H 3.286 -3.646 2.092 0.085
H 4.389 -4.749 -0.515 0.098
H 3.062 -5.418 0.251 0.108
H 3.182 -7.066 2.088 0.079
H 4.502 -7.313 3.121 0.080
H 3.759 -5.723 3.214 0.057
H 6.235 -6.959 -0.108 0.089
H 5.323 -8.144 0.875 0.078
H 4.553 -7.416 -0.331 0.067
H 6.095 -2.909 4.184 0.067
H 6.344 -4.532 4.327 0.082
H 4.768 -3.924 3.935 0.052
H 7.745 -6.096 1.968 0.101
C 3.024 -2.284 -5.460 -0.047
C 1.998 -3.274 -5.017 -0.498
C 1.527 -3.982 -6.343 -0.108
C 0.776 -5.315 -6.151 -0.211
C 1.576 -6.152 -5.254 -0.178
C 1.945 -5.590 -3.840 -0.427
N 2.486 -4.192 -4.036 -0.103
O 3.161 -3.674 -2.902 -0.008
C 0.700 -5.652 -2.916 -0.027
C 3.064 -6.550 -3.354 -0.032
C 0.817 -2.393 -4.395 0.002
H 3.670 -1.895 -4.674 0.084
H 2.454 -1.532 -6.006 0.075
H 3.709 -2.801 -6.132 0.086
H 0.715 -3.394 -6.772 0.114
H 2.263 -4.201 -7.117 0.117
H 0.751 -5.805 -7.124 0.118
H -0.222 -5.097 -5.771 0.112
H 2.397 -6.519 -5.871 0.121
H 0.944 -7.031 -5.127 0.120
H 0.953 -5.200 -1.956 0.074
H -0.085 -4.982 -3.266 0.054
H 0.354 -6.668 -2.729 0.086
H 2.653 -7.552 -3.230 0.085
H 3.795 -6.701 -4.149 0.078
H 3.645 -6.263 -2.478 0.057
H 0.537 -1.633 -5.124 0.067
H 1.142 -1.908 -3.474 0.055
H -0.035 -3.028 -4.152 0.062
H 4.064 -3.641 -3.228 0.100
C 5.043 3.061 -1.228 -0.035
C 6.416 2.728 -1.840 -0.475
C 6.306 1.620 -2.934 -0.118
C 5.816 2.030 -4.319 -0.174
C 6.560 3.302 -4.828 -0.137
C 6.604 4.432 -3.765 -0.450
N 7.060 3.917 -2.431 -0.134
O 7.147 4.926 -1.550 -0.008
C 7.613 5.373 -4.402 -0.068
C 5.164 5.154 -3.793 -0.014
C 7.294 2.193 -0.678 -0.037
H 4.988 3.894 -0.526 0.082
H 4.609 2.202 -0.717 0.079
H 4.379 3.370 -2.035 0.054
H 7.128 0.904 -2.905 0.115
H 5.510 0.964 -2.581 0.105
H 4.738 2.051 -4.480 0.084
H 6.122 1.260 -5.026 0.104
H 6.219 3.684 -5.790 0.118
H 7.582 2.939 -4.926 0.115
H 8.634 5.016 -4.537 0.084
H 7.373 5.687 -5.418 0.084
H 7.665 6.266 -3.780 0.080
H 5.138 5.782 -4.684 0.076
H 4.324 4.461 -3.819 0.048
H 5.037 5.868 -2.979 0.067
H 6.924 1.281 -0.209 0.081
H 7.438 2.900 0.139 0.076
H 8.281 2.053 -1.118 0.081
H 8.093 5.004 -1.407 0.116
C -0.180 -0.559 1.219 -0.051
C -0.323 -0.807 -0.237 -0.435
C -1.709 -0.176 -0.704 -0.102
C -1.607 1.345 -0.650 -0.185
C -0.554 1.881 -1.617 -0.111
C 0.872 1.242 -1.387 -0.442
N 0.738 -0.204 -1.153 -0.076
O 2.014 -0.791 -1.041 -0.029
C 1.684 1.640 -2.634 -0.022
C 1.470 1.974 -0.157 -0.029
C -0.364 -2.353 -0.480 -0.015
H 0.705 -1.047 1.626 0.076
H -0.980 -1.002 1.813 0.068
H -0.027 0.473 1.535 0.068
H -2.009 -0.544 -1.685 0.120
H -2.437 -0.483 0.047 0.099
H -1.547 1.762 0.355 0.090
H -2.535 1.798 -0.998 0.081
H -0.515 2.947 -1.393 0.099
H -0.855 1.876 -2.665 0.103
H 1.186 1.448 -3.584 0.072
H 1.986 2.686 -2.574 0.070
H 2.634 1.110 -2.710 0.070
H 0.797 2.178 0.676 0.068
H 2.164 1.311 0.360 0.059
H 2.065 2.855 -0.394 0.051
H -1.178 -2.761 0.120 0.068
H 0.618 -2.753 -0.229 0.069
H -0.573 -2.636 -1.511 0.067
H 2.083 -1.380 -1.796 0.060
C -2.189 1.520 5.277 -0.033
C -0.674 1.556 4.912 -0.431
C 0.179 2.324 5.854 -0.225
O -0.322 3.630 5.759 -0.213
C 0.248 4.519 6.785 -0.071
N -0.142 0.215 4.785 0.082
H -2.834 1.214 4.453 0.055
H -2.385 2.437 5.831 0.069
H -2.391 0.746 6.018 0.070
H -0.638 2.063 3.947 0.127
H 1.214 2.285 5.515 0.123
H 0.210 1.991 6.891 0.138
H 0.209 5.556 6.452 0.063
H 1.295 4.258 6.939 0.081
H -0.075 4.379 7.817 0.089
H 0.853 0.356 4.879 0.026
H -0.295 -0.106 3.840 0.045
C -3.557 -1.393 2.912 -0.053
C -4.999 -1.778 3.395 -0.401
C -5.752 -0.869 4.403 -0.146
O -7.130 -1.270 4.567 -0.191
C -7.800 -0.679 5.677 -0.107
N -5.680 -1.957 2.162 0.057
H -3.155 -2.014 2.112 0.056
H -2.745 -1.571 3.616 0.060
H -3.382 -0.353 2.635 0.056
H -4.907 -2.777 3.822 0.125
H -5.730 0.075 3.860 0.099
H -5.262 -0.833 5.376 0.128
H -7.261 -0.769 6.620 0.080
H -8.795 -1.061 5.905 0.086
H -7.883 0.394 5.504 0.073
H -5.339 -2.818 1.759 0.042
H -6.635 -2.226 2.353 0.080
C 0.011 6.732 3.767 -0.068
C -1.480 6.716 3.879 -0.377
C -2.078 5.467 3.118 -0.134
O -1.914 5.643 1.671 -0.209
C -2.308 4.583 0.807 -0.093
N -1.770 6.580 5.358 0.057
H 0.357 7.698 4.135 0.091
H 0.413 6.590 2.763 0.048
H 0.470 5.945 4.365 0.068
H -1.939 7.590 3.418 0.141
H -3.125 5.373 3.405 0.105
H -1.626 4.520 3.413 0.111
H -3.384 4.412 0.811 0.077
H -1.866 3.659 1.179 0.068
H -2.063 4.646 -0.254 0.082
H -2.776 6.583 5.269 0.059
H -1.554 5.624 5.601 0.025
C 4.073 -0.399 6.827 -0.047
C 3.139 -1.309 6.046 -0.448
C 3.247 -0.946 4.558 -0.199
O 2.754 0.359 4.350 -0.224
C 2.953 0.719 3.002 -0.091
N 3.566 -2.629 6.221 0.043
H 5.068 -0.389 6.381 0.087
H 4.225 -0.778 7.838 0.077
H 3.689 0.606 7.002 0.079
H 2.097 -1.144 6.320 0.144
H 2.658 -1.617 3.932 0.120
H 4.288 -1.037 4.249 0.117
H 2.272 1.554 2.842 0.087
H 2.638 -0.039 2.284 0.073
H 4.000 1.008 2.908 0.101
H 3.440 -2.771 7.213 0.089
H 4.574 -2.690 6.204 0.087
C 2.963 1.443 -6.896 -0.075
C 2.076 2.270 -7.787 -0.447
C 1.770 3.634 -7.136 -0.227
O 1.181 3.475 -5.926 -0.172
C 1.114 4.567 -5.102 -0.116
N 2.703 2.350 -9.088 0.039
H 3.838 2.071 -6.729 0.071
H 3.322 0.475 -7.248 0.073
H 2.493 1.142 -5.960 0.066
H 1.202 1.620 -7.818 0.126
H 1.195 4.178 -7.886 0.129
H 2.774 4.058 -7.124 0.128
H 1.985 4.492 -4.451 0.071
H 0.289 4.522 -4.392 0.088
H 1.069 5.538 -5.596 0.093
H 2.776 1.504 -9.636 0.074
H 2.116 2.838 -9.749 0.067
C -1.663 1.261 -5.848 -0.061
C -2.659 0.926 -6.914 -0.417
C -4.094 1.156 -6.529 -0.226
O -5.010 0.728 -7.543 -0.183
C -6.363 1.106 -7.338 -0.113
N -2.418 1.964 -7.953 0.033
H -1.198 2.243 -5.938 0.068
H -0.726 0.724 -5.996 0.070
H -2.126 1.045 -4.885 0.076
H -2.556 -0.095 -7.282 0.145
H -4.285 2.185 -6.225 0.132
H -4.244 0.480 -5.687 0.120
H -6.669 0.733 -6.360 0.084
H -7.077 0.931 -8.143 0.086
H -6.539 2.181 -7.288 0.076
H -2.648 2.795 -7.427 0.058
H -3.188 1.968 -8.606 0.057
```

Results
Largest force on an atom, eV/A: 4.187
Orbital gap, eV: 7.872
Molecular weight, g/mol: 1792.88
HOMO, eV: -7.49